(1)
{"formula": "C6H17NO", "method": "ωB97M-V/def2-TZVPD", "smiles": "CCCNCCC.O", "gap_ev": 9.431, "relative_energy_ev": 1.110, "e_tot_ev": -10034.47226, "species": ["C", "C", "C", "N", "C", "C", "C", "H", "H", "H", "H", "H", "H", "H", "H", "H", "H", "H", "H", "H", "H", "H", "O", "H", "H"], "xyz": [[2.0117, 0.3244, -2.6844], [0.7867, -0.0767, -1.9129], [1.0562, -0.4555, -0.4395], [0.0941, 0.1458, 0.4667], [-0.5546, -0.6391, 1.5222], [-2.0562, -0.7877, 1.3807], [-2.4114, -1.8588, 0.3286], [1.9192, 0.1596, -3.7678], [2.3507, 1.3553, -2.6076], [2.8993, -0.2974, -2.5060], [-0.0193, 0.6586, -2.0610], [0.2234, -0.9152, -2.3550], [2.0385, -0.0266, -0.2248], [1.0848, -1.5334, -0.2884], [-0.4974, 0.8242, 0.1295], [-0.2949, -0.2174, 2.5078], [-0.0127, -1.5716, 1.5623], [-2.4993, -0.9999, 2.3521], [-2.5079, 0.1219, 0.9757], [-3.4482, -2.1613, 0.4343], [-1.8961, -2.8166, 0.4723], [-2.2051, -1.4969, -0.6788], [0.9250, 3.0405, 1.4332], [0.9387, 2.1453, 1.7928], [0.9408, 2.7802, 0.5047]], "forces_ev_per_a": [[1.11, -0.63, -1.58], [-1.36, -0.76, -0.13], [-0.27, 1.57, -0.31], [0.81, -1.90, 1.65], [1.04, 0.97, 0.41], [0.10, -0.77, -0.99], [-0.05, -0.50, 0.61], [-0.51, 0.18, 0.13], [-0.28, 0.15, 0.49], [-0.24, 0.00, 0.59], [0.48, 0.47, 0.69], [0.77, -0.20, -0.26], [0.28, -0.39, 0.21], [0.07, -0.05, -0.09], [-1.31, 1.58, -1.32], [-0.32, 0.25, -0.11], [-0.24, -0.77, -0.16], [-0.09, -0.07, -0.02], [0.15, 0.31, 0.49], [-0.39, 0.34, -0.34], [0.38, 0.32, 0.05], [-0.10, -0.09, 0.00], [0.05, -0.49, -0.31], [-0.06, -0.02, 0.48], [0.01, 0.51, -0.20]], "nbo_charge": [-0.624, -0.428, -0.201, -0.666, -0.208, -0.412, -0.610, 0.215, 0.211, 0.208, 0.203, 0.207, 0.170, 0.190, 0.362, 0.174, 0.187, 0.208, 0.200, 0.211, 0.199, 0.204, -0.934, 0.474, 0.460]}

---

(2)
{"formula": "C48H49F10N6OSbSi2SrTe", "method": "ωB97M-V/def2-TZVPD", "gap_ev": 6.719, "relative_energy_ev": 0.950, "e_tot_ev": -119158.98630, "species": ["Sr", "C", "C", "N", "C", "C", "N", "C", "C", "C", "C", "C", "N", "C", "C", "N", "C", "C", "N", "C", "C", "C", "N", "C", "C", "H", "H", "H", "H", "H", "H", "H", "H", "H", "H", "H", "H", "F", "C", "Si", "C", "C", "C", "Te", "C", "Si", "C", "C", "C", "H", "H", "H", "H", "H", "H", "H", "H", "H", "H", "H", "H", "H", "H", "H", "H", "H", "H", "H", "H", "H", "H", "C", "C", "C", "C", "C", "C", "Sb", "C", "C", "C", "C", "C", "C", "C", "C", "C", "C", "C", "C", "H", "H", "H", "H", "H", "H", "H", "H", "H", "H", "H", "H", "H", "H", "H", "F", "C", "F", "F", "C", "O", "C", "F", "F", "F", "C", "F", "F", "F"], "xyz": [[0.1602, -0.1664, -0.4396], [-1.4336, -4.7274, -1.7033], [-0.7351, -3.5062, -1.7159], [-1.3288, -2.3872, -1.3095], [-2.5746, -2.4199, -0.9692], [-3.2734, -3.6580, -1.0740], [-2.7148, -4.8000, -1.3608], [-3.2712, -1.1068, -0.7812], [-4.5171, -0.7581, -1.2609], [-4.9009, 0.5839, -1.0982], [-4.0749, 1.5204, -0.4187], [-2.9349, 1.0053, 0.1601], [-2.4779, -0.1680, -0.1534], [-2.0750, 1.8481, 1.0952], [-2.4553, 3.0482, 1.6338], [-1.6659, 3.8211, 2.3732], [-0.4349, 3.2928, 2.6443], [-0.1064, 2.0266, 2.2286], [-0.8841, 1.3597, 1.3311], [-6.0546, 1.0832, -1.8734], [-7.0382, 1.9367, -1.3913], [-8.1387, 2.1824, -2.1674], [-8.4199, 1.5937, -3.3370], [-7.5341, 0.7641, -3.8199], [-6.3725, 0.4499, -3.1004], [-1.0098, -5.6519, -2.0352], [0.3500, -3.5291, -1.9033], [-4.2906, -3.6893, -0.7739], [-5.2112, -1.3893, -1.7532], [-4.4179, 2.5284, -0.2151], [-3.3652, 3.4459, 1.3106], [0.2403, 3.8742, 3.3002], [0.8429, 1.5170, 2.5047], [-6.8456, 2.3972, -0.4303], [-8.8844, 2.9397, -1.8696], [-7.6238, 0.2279, -4.7775], [-5.7480, -0.3691, -3.4291], [1.9972, -1.0879, 0.6888], [-0.8297, 4.5915, -1.5795], [0.8708, 5.3118, -1.4613], [1.6571, 5.1843, -3.1679], [0.7043, 7.0713, -0.9507], [1.9495, 4.3677, -0.2327], [2.3473, 2.4000, -0.9845], [3.7691, 1.8501, 0.5191], [5.2056, 0.6303, -0.1018], [6.5549, 1.7176, -0.9594], [5.7215, -0.3274, 1.3913], [4.6229, -0.6696, -1.2699], [-1.3425, 5.0130, -2.4757], [-1.4077, 4.9710, -0.7019], [-0.9864, 3.5071, -1.5653], [0.9037, 5.4328, -3.9479], [1.6748, 4.1281, -3.4455], [2.5864, 5.6922, -3.3507], [-0.0080, 7.5463, -1.5292], [1.6375, 7.7101, -1.0488], [0.1999, 7.1794, 0.0794], [1.3948, 4.3133, 0.7452], [2.9336, 4.9123, -0.2255], [3.1442, 1.3833, 1.3673], [4.1791, 2.7232, 1.0455], [6.7080, 2.6147, -0.3400], [6.2291, 2.0739, -1.9267], [7.5311, 1.1778, -1.2224], [6.2137, 0.4096, 2.0550], [6.4109, -1.1994, 1.2195], [4.8602, -0.7127, 1.9322], [4.3300, -0.2171, -2.1868], [3.7232, -1.1921, -1.0136], [5.5658, -1.3826, -1.5021], [-1.7750, -6.4317, 4.3134], [-2.0524, -6.1906, 2.9776], [-1.4425, -5.1399, 2.3403], [-0.6708, -4.2251, 3.0419], [-0.5558, -4.3268, 4.4625], [-1.0648, -5.5093, 5.0382], [0.3565, -2.6010, 1.9680], [0.7942, -1.0869, 3.5149], [2.0657, -0.4572, 3.4547], [2.3559, 0.5952, 4.2757], [1.3709, 0.9655, 5.2739], [0.1303, 0.3307, 5.2745], [-0.2089, -0.6313, 4.3472], [2.1505, -3.6878, 2.0107], [2.6689, -4.4119, 3.0943], [3.8202, -5.2004, 3.0292], [4.5060, -5.3119, 1.8401], [4.0198, -4.5845, 0.6656], [2.8292, -3.8208, 0.7492], [-2.0415, -7.3483, 4.8145], [-2.6457, -6.8477, 2.4448], [-1.6562, -5.0191, 1.2235], [0.1121, -3.6871, 5.0672], [-0.8396, -5.8323, 6.0658], [2.8151, -0.7753, 2.6384], [3.3603, 1.0038, 4.2874], [1.5419, 1.7971, 5.8864], [-0.6377, 0.7084, 5.9708], [-1.2137, -1.0197, 4.4023], [2.1712, -4.3645, 4.0378], [4.1863, -5.7068, 3.9327], [5.3767, -5.9369, 1.7041], [4.6556, -4.7830, -0.1578], [2.4598, -3.3501, -0.1110], [-0.3000, 3.1170, -4.2343], [-1.0774, 2.1036, -4.5560], [-1.2432, 2.0967, -5.8988], [-2.3003, 2.3691, -4.0143], [-0.4419, 0.7720, -3.9245], [-0.2749, 0.8880, -2.6329], [1.0173, 0.5097, -4.5179], [1.6637, -0.4593, -3.8740], [1.0224, 0.1788, -5.8178], [1.7523, 1.5883, -4.3858], [-1.3977, -0.3843, -4.2732], [-0.8488, -1.6044, -4.2938], [-2.3721, -0.3819, -3.2898], [-1.9740, -0.1501, -5.4398]], "forces_ev_per_a": [[0.39, -0.28, -0.83], [0.40, 0.90, -0.44], [0.06, -1.55, 0.74], [2.33, 0.50, -0.30], [-2.44, -1.01, -1.30], [-0.02, 1.64, 1.16], [0.26, -0.16, -0.38], [1.41, 1.19, 0.90], [0.49, 1.15, 1.10], [1.01, 1.55, -0.50], [-1.79, -1.52, 0.12], [0.31, 2.00, 0.18], [-0.50, -2.82, -0.07], [-0.03, -1.26, -1.31], [0.76, 0.93, 0.30], [1.15, -0.79, -0.21], [-1.20, 0.67, 1.00], [0.74, -0.98, -1.27], [1.16, 0.23, 1.91], [-1.62, -1.82, -1.09], [1.38, 0.28, 0.33], [-1.44, 0.85, -0.28], [-0.46, 0.86, -0.15], [1.80, -1.22, 0.45], [0.34, 0.20, 0.69], [0.57, -0.28, -0.02], [-0.64, 0.37, -0.16], [-0.95, 0.00, 0.14], [-0.15, -0.85, -0.29], [0.07, -0.08, -0.36], [-1.48, 0.74, 0.08], [-0.52, -0.36, -0.53], [-0.72, 0.62, -0.24], [-0.48, 0.25, 0.00], [0.39, -0.58, 0.11], [-0.68, 0.55, 0.39], [0.20, 0.29, -0.44], [-0.31, 0.38, -0.49], [-1.47, 0.40, 0.47], [0.68, -0.52, -0.79], [-1.69, -0.59, -0.54], [1.11, 0.65, 2.60], [-0.17, 0.38, 0.12], [0.51, 0.24, 0.30], [-0.15, -1.28, 1.46], [-0.70, 0.71, -0.03], [0.59, -0.96, 0.31], [1.28, 0.04, 0.75], [2.02, -1.06, -0.95], [0.32, -0.38, 0.52], [0.27, -0.12, -0.43], [0.39, 0.08, -0.27], [0.36, 0.80, 0.50], [0.87, -0.20, 0.37], [0.41, 0.06, -0.09], [-1.52, 0.95, -1.75], [-0.98, -0.88, 0.47], [1.25, -0.22, -1.10], [0.99, 0.12, -0.71], [-0.90, -0.59, 0.52], [0.99, 0.16, -1.36], [0.10, 0.16, -0.66], [0.39, -0.33, -0.15], [-0.52, 0.12, -0.27], [-1.22, 0.70, 0.87], [0.04, -0.54, 0.07], [-0.53, 0.96, 0.01], [-0.20, -0.02, -0.11], [0.13, 0.51, -1.27], [-0.14, -0.73, 0.85], [-2.32, 1.39, 0.53], [-0.16, 0.03, -0.23], [1.02, 0.26, 1.08], [-0.57, 0.82, -1.72], [0.40, 1.59, 1.66], [0.27, -1.53, -0.92], [0.82, 0.43, 0.91], [-0.42, 0.05, 0.52], [0.12, -0.81, -1.42], [0.37, -1.20, -1.63], [-1.07, 0.16, 2.29], [0.55, -1.36, -2.49], [-0.06, 1.82, 0.88], [0.77, -0.32, 0.42], [1.71, -1.19, -1.29], [-0.16, 0.52, -0.48], [0.21, -0.05, 0.15], [-1.21, 1.51, -1.91], [-0.54, -1.06, 3.24], [1.62, -1.40, 1.97], [-0.41, -0.13, -0.12], [-1.11, -1.31, -1.08], [0.54, -0.04, 1.59], [-0.66, -0.10, -0.52], [-0.03, 0.73, -0.30], [-1.39, 0.35, 1.54], [-0.18, 0.34, -0.10], [0.32, 0.89, 1.05], [0.43, -0.30, -0.29], [-0.07, -0.38, -0.34], [-0.34, 0.09, 0.50], [-0.28, 0.17, -0.42], [0.10, 0.02, 0.22], [-0.09, 0.43, -1.30], [-0.42, 0.77, -0.98], [0.24, 0.68, -0.08], [-0.38, -0.66, 0.07], [0.37, 0.28, 0.54], [0.54, -0.42, -0.22], [0.95, -0.11, -0.43], [-0.04, 0.16, 1.63], [-1.21, 0.04, -0.66], [-0.16, -0.59, 0.49], [-0.17, -0.16, -0.43], [0.63, 1.01, 0.08], [-0.50, 0.65, 0.94], [-0.09, 0.13, 0.08], [0.44, -0.47, -1.23], [-0.70, -0.89, -0.40]], "mulliken_charge": [1.127, -0.684, -0.621, 1.309, -0.343, -0.665, -0.578, -0.138, -1.686, 0.754, -0.790, 0.373, 0.675, -0.055, -0.567, -0.618, -0.864, -0.326, 1.302, 0.447, -0.594, -0.329, -0.617, -0.345, -0.594, 0.450, 0.347, 0.532, 1.179, 0.363, 0.541, 0.472, 0.104, 0.397, 0.351, 0.337, 0.340, -0.728, -0.433, -0.030, -0.763, -1.109, -0.669, -0.246, 0.046, 0.467, -1.100, -0.785, -0.547, 0.381, 0.297, -0.174, 0.271, 0.060, 0.460, 0.407, 0.294, 0.264, 0.150, 0.482, -0.707, 0.687, 0.300, 0.318, 0.300, 0.280, 0.291, 0.230, 0.325, -0.055, 0.200, -0.543, -0.487, -0.493, 0.561, -0.568, -0.530, 0.727, 0.398, 0.049, -0.198, -0.780, -0.468, -0.616, 0.852, -0.229, -0.691, -0.498, -0.919, -0.765, 0.374, 0.531, 0.069, 0.344, 0.315, -0.678, 0.513, 0.487, 0.363, 0.531, 0.248, 0.378, 0.392, 0.468, 0.399, -0.155, 0.350, -0.270, -0.221, 1.055, 0.761, 0.158, -0.236, -0.308, -0.196, -0.139, -0.298, 0.114, -0.295]}

---

(3)
{"formula": "C3H12O2S2", "method": "ωB97M-V/def2-TZVPD", "smiles": "CCSSC.O.O", "gap_ev": 9.500, "relative_energy_ev": 0.363, "e_tot_ev": -29071.30738, "species": ["C", "C", "S", "S", "C", "H", "H", "H", "H", "H", "H", "H", "H", "O", "H", "H", "O", "H", "H"], "xyz": [[0.0632, 2.1714, 1.3298], [0.2957, 1.7629, -0.1138], [-1.0496, 0.8662, -0.9687], [-0.0846, 0.2401, -2.6662], [0.4177, -1.4673, -2.3459], [-0.7226, 2.9199, 1.5234], [-0.1345, 1.3309, 1.9945], [0.9178, 2.7530, 1.6923], [1.1911, 1.1479, -0.1985], [0.4303, 2.6774, -0.7012], [-0.1013, -2.1150, -3.0606], [0.0320, -1.8372, -1.3883], [1.4908, -1.6309, -2.3507], [-1.6373, -1.5922, 1.2288], [-2.4073, -1.3092, 1.6925], [-1.6774, -1.1706, 0.3408], [1.1677, -1.2854, 1.1427], [0.2808, -1.2961, 1.5368], [1.5275, -2.1657, 1.3124]], "forces_ev_per_a": [[-0.46, 0.58, 0.60], [0.23, 0.64, -0.23], [0.06, -0.07, 0.07], [-0.12, 0.11, 0.11], [-0.78, -0.88, 0.42], [-0.29, -0.48, -0.64], [0.22, -0.05, -0.02], [0.34, -0.58, -0.09], [-0.10, -0.01, 0.08], [0.18, -0.22, 0.00], [0.41, 0.21, -0.26], [0.22, 0.51, 0.04], [0.05, 0.20, -0.16], [0.84, -0.19, -1.07], [-0.90, 0.36, 0.46], [0.05, -0.12, 0.77], [0.16, -0.11, 0.12], [-0.01, -0.12, -0.19], [-0.11, 0.23, -0.02]], "nbo_charge": [-0.626, -0.529, 0.052, 0.095, -0.767, 0.210, 0.215, 0.225, 0.238, 0.211, 0.221, 0.243, 0.226, -0.973, 0.476, 0.492, -0.972, 0.496, 0.468]}

---

(4)
{"formula": "C24H28N6O2S", "method": "ωB97M-V/def2-TZVPD", "smiles": "Cc1cccc(C(=O)NCc2nnc(SCC(=O)N3CCN(c4ccccc4)CC3)n2C)c1", "gap_ev": 8.282, "relative_energy_ev": 0.142, "e_tot_ev": -49214.34381, "species": ["C", "C", "C", "C", "C", "C", "C", "O", "N", "C", "C", "N", "N", "C", "S", "C", "C", "O", "N", "C", "C", "N", "C", "C", "C", "C", "C", "C", "C", "C", "N", "C", "C", "H", "H", "H", "H", "H", "H", "H", "H", "H", "H", "H", "H", "H", "H", "H", "H", "H", "H", "H", "H", "H", "H", "H", "H", "H", "H", "H", "H"], "xyz": [[6.6658, 5.5913, -2.2335], [5.9926, 4.4006, -2.8448], [6.6842, 3.5890, -3.7391], [6.0663, 2.5051, -4.3355], [4.7476, 2.2116, -4.0416], [4.0472, 2.9982, -3.1333], [2.6299, 2.6462, -2.8542], [1.9122, 2.1020, -3.6766], [2.1803, 2.9842, -1.6198], [0.8364, 2.6631, -1.1823], [0.7933, 1.3621, -0.4570], [1.0620, 1.2082, 0.8091], [0.9607, -0.0949, 1.1092], [0.6328, -0.7249, 0.0082], [0.3491, -2.4302, -0.1602], [0.9135, -3.0157, 1.4780], [-0.2095, -3.7538, 2.1927], [-0.2089, -4.9706, 2.2273], [-1.1736, -3.0167, 2.7788], [-1.3418, -1.5829, 2.7559], [-2.5581, -1.2431, 1.8891], [-3.7317, -1.8901, 2.4358], [-4.9861, -1.3201, 2.2401], [-6.0945, -2.0661, 1.8333], [-7.3391, -1.4758, 1.7133], [-7.5132, -0.1308, 1.9839], [-6.4210, 0.6206, 2.3860], [-5.1777, 0.0376, 2.5181], [-3.5771, -3.3274, 2.4699], [-2.3450, -3.6796, 3.3124], [0.5158, 0.1490, -1.0298], [0.1642, -0.1578, -2.3879], [4.6738, 4.0937, -2.5459], [6.0620, 6.0178, -1.4366], [7.6376, 5.3149, -1.8287], [6.8272, 6.3585, -2.9905], [7.7138, 3.8188, -3.9732], [6.6129, 1.8895, -5.0342], [4.2443, 1.3765, -4.5043], [2.8372, 3.2531, -0.9053], [0.2039, 2.6230, -2.0722], [0.4896, 3.4499, -0.5088], [1.7116, -3.7337, 1.2889], [1.2919, -2.1484, 2.0130], [-0.4565, -1.0673, 2.3874], [-1.5352, -1.2501, 3.7819], [-2.6989, -0.1644, 1.8573], [-2.3700, -1.5979, 0.8605], [-5.9898, -3.1122, 1.5909], [-8.1790, -2.0758, 1.3937], [-8.4857, 0.3268, 1.8850], [-6.5408, 1.6709, 2.6098], [-4.3483, 0.6379, 2.8611], [-4.4538, -3.7748, 2.9387], [-3.4515, -3.7505, 1.4596], [-2.1660, -4.7553, 3.2949], [-2.4996, -3.3477, 4.3437], [0.6868, 0.5202, -3.0655], [0.4552, -1.1857, -2.6009], [-0.9139, -0.0592, -2.5319], [4.1245, 4.7372, -1.8726]], "forces_ev_per_a": [[0.01, 0.04, -0.06], [0.05, -0.05, 0.02], [-0.10, 0.03, 0.05], [0.02, -0.01, -0.02], [-0.19, 0.02, 0.09], [0.32, -0.02, -0.26], [-0.04, 0.15, 0.25], [-0.02, -0.10, -0.22], [-0.02, 0.20, 0.14], [0.00, -0.05, -0.11], [-0.13, -0.05, 0.02], [0.05, 1.22, -0.22], [0.04, -0.91, -0.03], [0.06, 0.14, 0.11], [-0.02, -0.34, -0.07], [0.03, -0.05, -0.28], [0.30, 0.14, 0.00], [0.13, -0.32, -0.17], [-0.30, 0.02, 0.32], [0.00, 0.36, -0.38], [0.28, 0.18, 0.14], [0.10, -0.14, 0.16], [-0.27, 0.08, -0.01], [0.20, -0.11, -0.02], [-0.13, 0.11, 0.01], [-0.17, -0.02, -0.03], [0.02, 0.04, -0.04], [0.06, 0.05, -0.06], [0.11, -0.08, 0.25], [-0.25, -0.42, -0.14], [0.24, 0.01, 0.85], [-0.26, -0.05, -0.59], [-0.01, -0.15, -0.07], [0.01, 0.06, 0.06], [0.06, 0.04, 0.06], [0.04, 0.10, 0.02], [0.11, 0.02, -0.02], [0.04, -0.06, -0.05], [-0.05, -0.06, -0.04], [0.04, -0.05, -0.10], [0.02, 0.12, 0.15], [-0.03, -0.13, -0.10], [-0.12, 0.09, 0.14], [0.02, -0.02, 0.05], [-0.09, -0.13, 0.09], [0.02, 0.04, -0.07], [0.01, -0.03, 0.01], [0.01, 0.08, 0.07], [0.05, -0.09, -0.01], [-0.06, -0.05, -0.02], [-0.08, 0.03, 0.00], [0.00, 0.08, 0.03], [0.07, 0.02, 0.06], [0.02, -0.01, -0.06], [-0.06, -0.03, 0.04], [-0.05, 0.14, 0.05], [-0.03, -0.02, -0.05], [-0.07, -0.14, 0.09], [0.01, 0.04, -0.04], [0.03, -0.06, -0.03], [-0.04, 0.07, 0.07]], "nbo_charge": [-0.630, 0.000, -0.199, -0.201, -0.190, -0.068, 0.658, -0.644, -0.601, -0.271, 0.301, -0.279, -0.356, 0.176, 0.269, -0.612, 0.668, -0.628, -0.432, -0.240, -0.225, -0.469, 0.269, -0.301, -0.186, -0.252, -0.189, -0.278, -0.224, -0.228, -0.354, -0.439, -0.228, 0.215, 0.222, 0.223, 0.212, 0.217, 0.231, 0.407, 0.241, 0.235, 0.256, 0.277, 0.252, 0.199, 0.215, 0.180, 0.212, 0.211, 0.211, 0.211, 0.209, 0.216, 0.179, 0.249, 0.196, 0.268, 0.223, 0.207, 0.208]}